# C20H42BCl8NO4

5 unconnected molecules or ions with the total composition C20H42BCl8NO4 (ωB97M-V with the def2-TZVPD basis set, OMol25).

Last column: Löwdin charge in e.
CARTESIAN COORDINATES (ANGSTROEM)
Cl: 5.85686 -1.76214 -2.14708  0.553
Cl: -2.41021 -5.57701 -0.26125  0.576
Cl: -1.24015 -8.34535 3.94487  0.548
Cl: 0.47774 -5.04558 -1.98647  0.589
Cl: -0.43697 -5.07734 4.47279  0.592
Cl: 2.53910 8.94172 0.04521  0.543
Cl: 2.86716 -2.58161 -3.56251  0.576
Cl: 0.54614 8.16324 -2.58881  0.562
O: 1.86501 -1.99526 1.02933  0.061
O: 0.26588 -3.73745 1.34661  0.143
O: -1.61305 -0.81459 -0.70682  -0.015
O: 0.38968 0.15287 -0.27295  0.128
N: -0.49184 -1.37557 1.23932  0.165
C: 2.68914 9.54962 -1.62337  -0.666
C: -1.50420 -5.73317 3.18969  -0.673
C: -2.51702 1.47701 -0.42277  -0.136
C: -1.80287 -1.87747 1.71554  -0.150
C: -2.07000 0.36405 -1.37837  -0.157
C: 2.39632 -2.53135 -0.18747  -0.095
C: -1.85063 -1.82583 3.24715  -0.215
C: -2.55677 -0.57105 3.80406  -0.083
C: -2.28489 -6.93051 3.66201  -0.657
C: 0.38998 3.46231 1.37043  -0.203
C: 0.36655 5.28191 -0.46514  -0.116
C: -0.50981 -0.60922 0.06112  -0.483
C: 4.13335 -1.53759 -4.25807  -0.649
C: 1.06030 4.02497 0.12412  -0.260
C: -1.47659 2.62796 -0.27046  -0.194
C: -1.18178 -4.86449 -2.60483  -0.639
C: 5.51885 -1.99373 -3.88082  -0.663
C: -2.12565 -4.36285 -1.54085  -0.635
C: -0.91970 2.65962 1.15297  -0.194
C: 1.34735 9.72492 -2.28549  -0.664
B: 0.56582 -2.39454 1.22276  -0.725
H: -0.70734 2.45030 -1.01084  0.089
H: 1.10949 2.78445 1.83066  0.103
H: -0.88656 -5.97757 2.32894  0.049
H: 4.01966 -1.57797 -5.34004  0.071
H: -2.91704 0.03307 -1.97341  0.120
H: 0.24803 4.26123 2.09639  0.103
H: -2.39675 -2.69624 3.60802  0.086
H: -3.09427 -4.14211 -1.98592  0.076
H: 3.31435 8.85355 -2.17597  0.068
H: -2.00672 3.55802 -0.45108  0.106
H: -1.49974 -5.82489 -3.00210  0.068
H: -3.13944 -0.07216 3.03475  0.060
H: -3.47626 1.85172 -0.76381  0.108
H: -1.82580 0.11332 4.22411  0.070
H: -2.19002 -4.93504 2.90822  0.054
H: -0.46673 5.55997 0.17175  0.072
H: -2.81628 -6.71822 4.58599  0.069
H: -2.01739 -2.88016 1.35199  0.094
H: 5.66505 -3.04557 -4.11139  0.067
H: -1.69231 3.12213 1.77051  0.108
H: -2.60051 -1.24746 1.34065  0.108
H: -1.31862 0.71784 -2.08024  0.121
H: -0.78281 1.65972 1.55574  0.087
H: -3.00774 -7.21347 2.89885  0.071
H: 2.22441 -3.60158 -0.26187  0.055
H: 1.18375 3.25807 -0.63600  0.094
H: 1.99145 -2.01159 -1.04771  0.039
H: 0.20691 -4.05359 2.24712  0.037
H: 0.02236 5.06145 -1.47161  0.059
H: -2.64249 1.00832 0.55216  0.098
H: 6.25588 -1.40942 -4.42890  0.071
H: 2.07677 4.29638 0.40919  0.098
H: 3.94551 -0.52009 -3.92539  0.071
H: 0.68047 10.32896 -1.67624  0.067
H: 3.47208 -2.38415 -0.18873  0.071
H: -3.24450 -0.82771 4.60544  0.066
H: -1.14198 -4.14436 -3.42049  0.075
H: -1.74712 -3.46033 -1.06719  0.048
H: -0.84589 -1.87050 3.65775  0.103
H: 3.19836 10.51019 -1.56880  0.071
H: 1.09010 6.08635 -0.52477  0.018
H: 1.47660 10.21260 -3.25017  0.071

Summary:
- Kohn-Sham gap: 10.3616 eV
- Total energy: -4849.468483 Ha
- LUMO energy: 0.561 eV
- SMILES: CCCCCCCOC(=O)N(CCC)B(O)OC.ClCCCl.ClCCCl.ClCCCl.ClCCCl

# C7H8N2O2

2 unconnected molecules or ions with the total composition C7H8N2O2 (ωB97M-V with the def2-TZVPD basis set, OMol25).

Last column: Löwdin charge in e.
CARTESIAN COORDINATES (ANGSTROEM)
O: 0.13215 2.34646 0.05025  -0.031
O: -3.40758 -0.82272 -0.14776  -0.003
N: 3.03001 -1.23634 0.49219  -0.109
N: 2.99688 -0.18053 -0.29770  -0.120
C: 1.90901 0.55151 -0.60547  -0.113
C: 0.65528 0.16826 -0.23514  -0.184
C: 0.13439 -1.06805 -0.10326  -0.061
C: -2.05895 -0.46993 0.19591  -0.324
C: -0.41890 1.13280 0.09731  -0.371
C: -1.65424 0.81331 0.27064  -0.019
C: -1.18958 -1.41354 -0.00808  -0.043
H: -2.21118 1.65948 0.44164  0.109
H: 1.85934 -1.66916 0.60689  0.122
H: -4.01817 -0.03198 -0.26923  0.132
H: -0.47590 2.98518 1.35036  0.367
H: 0.86408 -1.91288 -0.13397  0.099
H: 3.55637 -0.95606 1.60954  0.206
H: 2.03643 1.52835 -1.20449  0.149
H: -1.85795 -2.16090 -0.65359  0.194

Summary:
- Kohn-Sham gap: 6.3235 eV
- Relative energy (zero: lowest compared OMol25 entry of this formula, charge and spin): 10.163 eV
- Total energy: -531.185578 Ha
- LUMO energy: -1.652 eV

# C10H16

2 unconnected molecules or ions with the total composition C10H16 (ωB97M-V with the def2-TZVPD basis set, OMol25).

Last column: Löwdin charge in e.
CARTESIAN COORDINATES (ANGSTROEM)
C: 0.31105 1.99537 -0.40898  -0.065
C: 0.05095 -1.93355 -3.50812  -0.291
C: -0.61776 1.16601 3.18273  -0.107
C: -0.77323 -0.76473 -2.94946  -0.133
C: 0.30751 -0.07325 0.99548  -0.065
C: -0.11727 -0.87189 2.06279  -0.072
C: 1.47201 -1.84743 -2.91746  -0.129
C: 0.11544 1.29723 0.87993  -0.278
C: -0.36286 1.92756 2.05004  -0.048
C: -0.74014 -0.22085 3.14041  -0.089
H: 0.13303 -1.91675 2.15216  0.098
H: -0.21653 0.06517 -2.52204  0.034
H: -0.29581 3.00212 2.18000  0.107
H: 1.57476 -1.68924 -1.85421  0.050
H: 0.63666 -0.64144 0.12938  0.092
H: -0.44367 1.63107 -1.11020  0.069
H: 0.21192 3.09025 -0.48544  0.083
H: 1.32437 1.98075 -0.79858  0.082
H: -0.83142 1.73133 4.08272  0.099
H: -1.44595 -0.37490 -3.72452  0.068
H: -0.40473 -2.83124 -3.08100  0.095
H: 1.99359 -1.04805 -3.46023  0.072
H: -1.43740 -1.04623 -2.12195  0.072
H: 0.06740 -1.92616 -4.58796  0.094
H: -1.07174 -0.65993 4.07366  0.096
H: 2.05475 -2.72864 -3.22170  0.066

Summary:
- Kohn-Sham gap: 10.0289 eV
- Relative energy (zero: lowest compared OMol25 entry of this formula, charge and spin): 1.127 eV
- Total energy: -390.594476 Ha
- LUMO energy: 1.004 eV
- SMILES: Cc1ccccc1.CCC

The records above give, respectively, HOMO energy values of -9.801; -7.975; -9.025 eV.